Record 1
2 unconnected molecules or ions with the total composition C20H24NO3 at a distorted geometry. Source: the Open Molecules 2025 dataset; level of theory: wB97M-V/def2-TZVPD.

Output
Charge: +1
HOMO in Eh: -0.43149

Element x y z (Å)
C1 5.55322 0.64972 -2.50481
C2 4.48564 1.44485 -1.72705
C3 3.58610 0.37748 -1.20804
C4 4.04732 -0.86334 -1.70236
O1 5.16158 -0.72928 -2.51831
C5 3.38109 -2.03130 -1.32267
C6 2.30806 -1.95021 -0.47650
C7 1.78465 -0.70455 -0.03894
C8 0.63915 -0.56601 0.77545
C9 -0.31831 -1.54215 1.12583
C10 -1.21172 -1.25832 2.18640
C11 -2.05749 -2.23610 2.63604
C12 -2.05523 -3.53389 2.07702
O2 -2.93533 -4.39297 2.71968
C13 -3.56148 -3.66680 3.78289
C14 -3.11670 -2.19569 3.68350
C15 -1.23879 -3.79498 0.97377
C16 -0.42421 -2.80761 0.48967
C17 2.48676 0.46673 -0.40238
H1 5.67680 0.99295 -3.54088
H2 6.53192 0.69433 -2.00949
H3 4.90746 2.03337 -0.90146
H4 3.91310 2.12472 -2.36919
H5 3.73365 -2.97917 -1.68842
H6 1.89655 -2.86119 -0.08633
H7 0.50849 0.39951 1.23460
H8 -1.22103 -0.28180 2.63856
H9 -4.64827 -3.79578 3.69623
H10 -3.23319 -4.12843 4.72217
H11 -2.73816 -1.78647 4.62857
H12 -3.92771 -1.54453 3.33777
H13 -1.26197 -4.77215 0.52663
H14 0.07605 -2.96861 -0.44738
H15 2.13882 1.42810 -0.06636
C18 -1.76693 5.09938 -1.71710
C19 -2.44460 3.81757 -1.24409
O3 -3.59936 3.54338 -2.03480
C20 -1.50026 2.60498 -1.25389
N1 -2.18180 1.40966 -0.78404
H16 -0.92110 5.37592 -1.08478
H17 -1.40459 4.97487 -2.73746
H18 -2.47960 5.92506 -1.72575
H19 -2.80963 3.95824 -0.21126
H20 -3.81525 2.58344 -1.97142
H21 -1.16100 2.43591 -2.28209
H22 -0.60153 2.81388 -0.65714
H23 -1.53531 0.64604 -0.61917
H24 -2.64584 1.59124 0.09880

Record 2
A molecular structure, C5H11NO at a distorted geometry. Source: the Open Molecules 2025 dataset; level of theory: wB97M-V/def2-TZVPD.

Output
HOMO (alpha / beta) in Eh: -0.24240 / -0.24242

Element x y z (Å)
C1 -0.63213 -0.33828 -1.30828
C2 0.32654 0.68657 1.47406
C3 -1.12045 1.03499 -1.69333
C4 0.34355 -0.60856 2.27357
N1 0.36682 -1.30302 -1.09347
C5 1.31556 -0.28537 -1.26227
O1 2.41169 -0.24453 -1.69562
H1 0.49458 -2.29929 -1.08187
H2 -1.51076 -0.96915 -1.49301
H3 -0.26551 0.45703 0.45032
H4 1.32045 1.10977 1.36445
H5 -0.27956 1.43870 1.98606
H6 -2.03802 1.24624 -1.14086
H7 -0.39278 1.79834 -1.41955
H8 -1.37931 1.09297 -2.75155
H9 -0.66217 -1.02692 2.33795
H10 0.71274 -0.46717 3.29069
H11 0.98875 -1.32233 1.76270

Record 3
A molecular structure, C3H7ClNO2P at a distorted geometry. Source: the Open Molecules 2025 dataset; level of theory: wB97M-V/def2-TZVPD.

Output
HOMO in Eh: -0.35270

Element x y z (Å)
C1 -0.17040 -0.70247 -0.03721
C2 0.79673 -1.85655 -0.37715
C3 0.11243 1.76222 0.21834
N1 0.65264 0.51912 0.18052
O1 2.75499 1.12542 -1.48156
O2 1.82267 -1.20657 -1.07949
P1 2.13532 0.18286 -0.51095
Cl1 3.28304 -0.09186 1.13491
H1 -0.96943 -0.70100 -0.78988
H2 -0.81347 -0.94559 0.80608
H3 1.33251 -2.53810 0.44294
H4 0.32162 -2.61663 -1.02643
H5 0.94696 2.37044 0.55622
H6 -0.31853 2.15234 -0.60591
H7 -0.77838 1.76356 0.93623

Record 4
2 unconnected molecules or ions with the total composition C7H14IN2 at a distorted geometry. Source: the Open Molecules 2025 dataset; level of theory: wB97M-V/def2-TZVPD.

Output
Charge: +1
HOMO in Eh: -0.47214

Element x y z (Å)
C1 -0.71733 0.61009 0.09257
C2 1.52779 1.40557 -0.30227
C3 2.38823 2.24479 -1.22465
C4 2.22359 -0.63052 0.90240
C5 -3.23786 -2.37815 0.16298
C6 2.12705 0.87638 0.93128
C7 -3.39536 -1.18291 -0.63325
N1 0.30633 1.26665 -0.40087
N2 -1.15156 -0.56855 -0.23545
I1 -4.19931 0.54874 -0.01506
H1 -1.40907 1.18592 0.68279
H2 1.97269 2.58211 -2.29688
H3 2.45187 3.18502 -0.69090
H4 3.33357 1.76904 -1.25674
H5 2.63518 -1.09208 0.05530
H6 2.86884 -0.79081 1.65537
H7 1.33219 -1.18336 1.01024
H8 -4.13131 -2.86561 0.07846
H9 -2.98138 -2.13545 1.25365
H10 -2.41974 -2.95483 -0.13411
H11 3.06236 1.41433 1.28786
H12 1.35982 0.96942 1.78065
H13 -3.33877 -1.22646 -1.73009
H14 -0.60781 -1.04934 -0.97326

Q: Which energy above the lowest of the compared OMol25 structures with the same formula, charge and spin values were calculated for the entries above? A: 52.63 165.75 1.21 94.51, in kcal/mol.